(1)
This record from OMol25 describes a molecular structure, C4H14N2P3 at a distorted geometry. The level of theory is ωB97M-V/def2-TZVPD.

Values from the calculation:
Energy relative to the best compared isomer or geometry (same formula, charge and spin) ... 1.318 eV
Net charge ... +1
Frontier orbital gap ... 8.52 eV
Energy ... -1294.10374 hartree
HOMO ... -0.4430 Eh
Multiplicity ... 1

Atoms and positions in Å:
C1 -0.31257 3.35000 -0.07231
C2 2.56098 -0.86506 -0.41804
C3 -0.75122 -2.04874 -1.27618
C4 -1.79665 -1.46715 1.42783
N1 1.09601 1.19657 0.82079
N2 -0.99507 0.64954 -0.34507
P1 -0.54042 1.79230 0.88736
P2 1.30777 -0.41886 1.35789
P3 -0.68598 -0.92562 0.09192
H1 0.62782 3.48066 -0.73284
H2 -0.30152 4.16937 0.66428
H3 -1.18497 3.29921 -0.80388
H4 3.52469 -0.98701 0.10643
H5 2.56835 -0.11351 -1.14082
H6 2.25583 -1.90905 -0.75371
H7 -1.74571 -2.36650 -1.64521
H8 -0.50570 -3.06945 -0.97343
H9 -0.06248 -1.92037 -2.21690
H10 -2.61357 -0.79765 1.38459
H11 -1.44210 -1.26814 2.52394
H12 -2.06210 -2.62000 1.30006
H13 1.78105 1.94178 1.13699
H14 -0.72244 0.89767 -1.32370

=====

(2)
This record from OMol25 describes 2 unconnected molecules or ions with the total composition C4H14N2Si at a distorted geometry. The level of theory is ωB97M-V/def2-TZVPD.

Values from the calculation:
Energy relative to the best compared isomer or geometry (same formula, charge and spin) ... 4.217 eV
Frontier orbital gap (alpha / beta) ... 7.13 / 8.12 eV
Energy ... -559.67651 hartree
HOMO (alpha / beta) ... -0.2555 / -0.2938 Eh
Multiplicity ... 1

Atoms and positions in Å:
C1 -0.57549 0.62269 2.18045
C2 0.26954 2.12472 0.39916
C3 -1.45223 -1.73490 -0.19763
C4 -0.17361 0.18415 -2.22437
N1 2.67223 -1.76467 -0.11886
N2 -0.16572 0.77894 0.84132
Si1 -0.07582 -0.47341 -0.33661
H1 -1.17980 -0.35451 2.17793
H2 0.34491 0.72430 2.89557
H3 -1.16905 1.57179 2.52900
H4 1.41518 2.19845 0.33417
H5 -0.08999 2.51984 -0.53670
H6 -0.09415 2.89622 1.08211
H7 -1.29252 -2.42660 -1.05352
H8 -1.49765 -2.35782 0.62629
H9 -2.43096 -1.34859 -0.53601
H10 0.65830 0.94423 -2.28537
H11 -0.00930 -0.71822 -3.00049
H12 -1.09788 0.80901 -2.29053
H13 2.95874 -1.74884 -1.06758
H14 3.18494 -1.03896 0.31164

=====

(3)
This record from OMol25 describes 2 unconnected molecules or ions with the total composition C4H14N2Si at a distorted geometry. The level of theory is ωB97M-V/def2-TZVPD.

Values from the calculation:
Energy relative to the best compared isomer or geometry (same formula, charge and spin) ... 4.541 eV
Frontier orbital gap (alpha / beta) ... 7.37 / 8.54 eV
Energy ... -559.66459 hartree
HOMO (alpha / beta) ... -0.2682 / -0.3143 Eh
Multiplicity ... 1

Atoms and positions in Å:
C1 1.70588 -1.11996 1.20295
C2 1.28814 -1.56396 -1.20959
C3 -1.49103 0.54635 1.65122
C4 0.15292 2.13623 -0.33245
N1 -2.62655 -0.16681 -2.03762
N2 0.83093 -0.75855 -0.00413
Si1 -0.53071 0.34523 0.09996
H1 1.28043 -0.41519 1.94813
H2 1.61656 -2.23581 1.37221
H3 2.81630 -0.81707 1.05379
H4 0.83735 -2.56129 -1.12930
H5 0.91846 -1.13998 -2.06090
H6 2.32935 -1.71347 -1.12198
H7 -2.40818 1.05707 1.52614
H8 -1.76583 -0.40572 1.96635
H9 -0.91029 0.78814 2.55766
H10 -0.23813 2.63077 -1.27394
H11 -0.13045 2.66734 0.48800
H12 1.29429 1.93065 -0.30170
H13 -3.05497 0.63874 -1.72409
H14 -1.91448 0.15729 -2.67072

=====

(4)
This record from OMol25 describes 3 unconnected molecules or ions with the total composition C4H14N3 at a distorted geometry. The level of theory is ωB97M-V/def2-TZVPD.

Values from the calculation:
Energy relative to the best compared isomer or geometry (same formula, charge and spin) ... 7.539 eV
Net charge ... +1
Frontier orbital gap ... 4.09 eV
Energy ... -324.58781 hartree
HOMO ... -0.4676 Eh
Multiplicity ... 1

Atoms and positions in Å:
N1 2.76466 -0.70972 0.98836
C1 2.02316 2.90482 0.89331
C2 1.14724 2.45156 0.01979
N2 -0.10251 -0.52950 -0.54422
C3 -0.97482 -1.24336 0.23540
C4 -2.23191 -1.75238 -0.65128
N3 -3.07570 -0.73603 -1.15646
H1 2.89986 -0.41841 1.93828
H2 1.86232 -0.80759 0.60571
H3 3.60734 -1.04260 0.56705
H4 2.70185 3.72304 0.71386
H5 2.14415 2.37008 1.83931
H6 1.07124 2.87584 -0.97274
H7 0.75973 1.42779 0.11396
H8 0.70106 -1.13344 -0.76869
H9 -0.41205 -1.98853 0.81929
H10 -1.38419 -0.56864 0.99501
H11 -2.86046 -2.49901 -0.16401
H12 -1.67104 -2.24902 -1.45444
H13 -2.60104 -0.03338 -1.71145
H14 -3.62653 -0.28972 -0.43329

=====

(5)
This record from OMol25 describes 2 unconnected molecules or ions with the total composition C4H14N3 at a distorted geometry. The level of theory is ωB97M-V/def2-TZVPD.

Values from the calculation:
Energy relative to the best compared isomer or geometry (same formula, charge and spin) ... 0.580 eV
Net charge ... +1
Frontier orbital gap ... 11.57 eV
Energy ... -324.84352 hartree
HOMO ... -0.5448 Eh
Multiplicity ... 1

Atoms and positions in Å:
C1 1.95462 -0.75442 -0.49949
C2 0.07607 -1.31639 0.98146
N1 1.29239 -0.80234 0.80792
N2 -0.80237 -1.47893 -0.00174
N3 -0.28411 -1.69434 2.22048
H1 1.64797 -0.23854 1.56373
H2 -0.57126 -1.45248 -0.98440
H3 -1.79057 -1.47285 0.18158
H4 -1.20432 -2.03170 2.46141
H5 0.13117 -1.13855 2.95561
H6 2.63942 0.09003 -0.55326
H7 1.24292 -0.53984 -1.28433
H8 2.56949 -1.64248 -0.60626
C3 -0.47039 1.70071 -1.56810
C4 -1.21313 1.91598 -0.25013
H9 -0.85349 2.36742 -2.32457
H10 0.57847 1.91852 -1.43893
H11 -0.58005 0.67930 -1.94729
H12 -1.27908 2.98390 -0.04014
H13 -0.86340 1.41361 0.64999
H14 -2.22035 1.49338 -0.32356

=====

(6)
This record from OMol25 describes 2 unconnected molecules or ions with the total composition C4H14N3 at a distorted geometry. The level of theory is ωB97M-V/def2-TZVPD.

Values from the calculation:
Energy relative to the best compared isomer or geometry (same formula, charge and spin) ... 1.337 eV
Net charge ... +1
Frontier orbital gap ... 11.85 eV
Energy ... -324.81573 hartree
HOMO ... -0.5469 Eh
Multiplicity ... 1

Atoms and positions in Å:
C1 1.09326 -0.57707 1.99706
C2 1.26354 -0.31442 -0.43440
N1 1.12714 -1.07319 0.61481
N2 1.55697 1.02939 -0.49813
N3 1.15425 -0.80610 -1.67637
H1 0.90360 -2.07107 0.55580
H2 1.98028 1.59463 0.21655
H3 0.78281 1.41602 -1.02227
H4 0.46108 -1.53020 -1.90042
H5 1.71271 -0.54865 -2.47096
H6 0.15997 -0.98595 2.41101
H7 0.73286 0.47194 2.09519
H8 2.03356 -0.82000 2.50941
C3 -1.81810 -0.08675 0.12713
C4 -1.83219 1.19487 -0.72275
H9 -2.82067 -0.50106 0.32402
H10 -1.30728 -0.83968 -0.53888
H11 -1.43554 0.04015 1.11468
H12 -2.09792 0.96233 -1.77049
H13 -0.90597 1.73548 -0.53110
H14 -2.74434 1.70932 -0.39991

=====

(7)
This record from OMol25 describes 2 unconnected molecules or ions with the total composition C4H14N3 at a distorted geometry. The level of theory is ωB97M-V/def2-TZVPD.

Values from the calculation:
Energy relative to the best compared isomer or geometry (same formula, charge and spin) ... 2.098 eV
Net charge ... +1
Frontier orbital gap ... 9.27 eV
Energy ... -324.78773 hartree
HOMO ... -0.4680 Eh
Multiplicity ... 1

Atoms and positions in Å:
C1 0.85258 1.60920 -1.89563
C2 0.19301 0.43167 -2.25525
N1 -1.19638 0.32173 -2.58862
H1 0.31068 2.58887 -1.94578
H2 1.88527 1.58841 -1.55660
H3 0.75926 -0.48247 -2.22379
H4 -1.67963 1.14029 -2.27195
H5 -1.64987 -0.58682 -2.27719
N2 -0.69965 0.98928 0.72634
C3 0.05785 0.08196 1.68953
C4 0.03304 -1.37032 1.21836
N3 0.86855 -2.14633 2.19778
H6 -0.18699 1.07677 -0.15977
H7 -1.62781 0.61263 0.53504
H8 -0.76793 1.92347 1.14235
H9 1.08131 0.42240 1.72496
H10 -0.38580 0.14384 2.68197
H11 -0.97737 -1.77609 1.18014
H12 0.52958 -1.42771 0.23466
H13 0.74112 -3.15789 1.94953
H14 1.85921 -1.98289 1.89391

=====

(8)
This record from OMol25 describes 2 unconnected molecules or ions with the total composition C4H14N3 at a distorted geometry. The level of theory is ωB97M-V/def2-TZVPD.

Values from the calculation:
Energy relative to the best compared isomer or geometry (same formula, charge and spin) ... 2.706 eV
Net charge ... +1
Frontier orbital gap ... 8.59 eV
Energy ... -324.76541 hartree
HOMO ... -0.4811 Eh
Multiplicity ... 1

Atoms and positions in Å:
C1 0.25462 -1.17781 1.67131
N1 0.96013 0.06838 2.02855
C2 0.47781 1.23314 1.28072
N2 1.09648 1.34708 -0.06527
H1 0.58168 -1.93646 2.39835
H2 -0.86402 -1.04381 1.77084
H3 0.45987 -1.46267 0.65670
H4 0.87342 0.22221 3.04148
H5 0.74711 2.22509 1.81717
H6 -0.64027 1.30955 1.14972
H7 1.57479 2.23002 -0.18007
H8 1.92466 0.69051 -0.04110
C3 -0.70855 -1.39777 -2.17935
C4 -0.99252 0.88841 -1.50347
N3 -1.08496 -0.37796 -1.22950
H9 -1.56268 -2.05033 -2.32025
H10 0.12140 -1.98014 -1.74902
H11 -0.39179 -0.91112 -3.10558
H12 -0.43835 1.16239 -2.41093
H13 -1.01814 1.64933 -0.73318
H14 -1.37071 -0.68806 -0.29713

=====

(9)
This record from OMol25 describes 2 unconnected molecules or ions with the total composition C4H14N3 at a distorted geometry. The level of theory is ωB97M-V/def2-TZVPD.

Values from the calculation:
Energy relative to the best compared isomer or geometry (same formula, charge and spin) ... 6.039 eV
Net charge ... +1
Frontier orbital gap ... 4.65 eV
Energy ... -324.64293 hartree
HOMO ... -0.4356 Eh
Multiplicity ... 1

Atoms and positions in Å:
N1 -0.63782 -0.70273 1.67193
C1 -1.62854 -1.63577 1.72579
N2 -1.24427 -2.96476 1.79074
H1 -1.48329 -1.11717 2.76745
H2 -0.99752 0.25372 1.81433
H3 -2.61202 -1.48792 1.26132
H4 -1.92621 -3.60919 1.40963
H5 -0.33898 -3.08491 1.34143
C2 1.66971 1.17098 0.05006
N3 0.50807 1.36407 -0.83695
C3 0.84501 2.14794 -2.02603
C4 -0.04140 0.04164 -1.18029
H6 2.02097 2.13798 0.38746
H7 2.55447 0.67601 -0.39522
H8 1.30492 0.54895 0.87176
H9 -0.10309 2.23736 -2.55788
H10 1.15763 3.13754 -1.68769
H11 1.64950 1.74939 -2.66656
H12 -1.11453 0.18161 -1.39904
H13 0.03130 -0.58598 -0.28738
H14 0.38608 -0.45875 -2.05486

=====

(10)
This record from OMol25 describes 2 unconnected molecules or ions with the total composition C4H14N3 at a distorted geometry. The level of theory is ωB97M-V/def2-TZVPD.

Values from the calculation:
Energy relative to the best compared isomer or geometry (same formula, charge and spin) ... 4.509 eV
Net charge ... +1
Frontier orbital gap ... 8.11 eV
Energy ... -324.69914 hartree
HOMO ... -0.5067 Eh
Multiplicity ... 1

Atoms and positions in Å:
C1 -2.46585 0.70864 -1.18183
C2 -0.49873 -0.56870 1.54361
C3 0.57120 -2.24131 0.08813
C4 1.43937 1.11975 0.11662
N1 1.89594 1.99778 -0.89976
N2 0.85618 -0.06758 -0.33656
N3 0.24393 -0.89658 0.36656
H1 -2.18015 1.81857 -1.36491
H2 -3.27259 0.43562 -1.80660
H3 -2.64711 0.61140 -0.11745
H4 -0.71721 0.46495 1.57416
H5 -1.46439 -1.12421 1.63758
H6 0.10585 -1.03730 2.38812
H7 -0.37922 -2.75897 -0.01278
H8 1.23282 -2.34935 -0.77993
H9 1.07796 -2.68927 0.87165
H10 0.77451 1.73433 0.86201
H11 2.28413 0.67005 0.68836
H12 2.36784 2.79998 -0.58664
H13 -1.68184 -0.06271 -1.40830
H14 2.45734 1.43491 -1.64204

=====

(11)
This record from OMol25 describes 2 unconnected molecules or ions with the total composition C4H14N3. The level of theory is ωB97M-V/def2-TZVPD.

Values from the calculation:
Energy relative to the best compared isomer or geometry (same formula, charge and spin) ... 0.455 eV
Net charge ... +1
Frontier orbital gap ... 11.00 eV
Energy ... -324.84814 hartree
HOMO ... -0.4979 Eh
Multiplicity ... 1

Atoms and positions in Å:
N1 1.92194 -0.15757 2.21552
C1 0.93082 0.71286 2.48438
N2 -0.10510 0.87864 1.74088
H1 2.50415 -0.39382 3.00457
H2 1.87624 -0.88469 1.51651
H3 1.08912 1.32902 3.36377
H4 -0.68303 1.61474 2.13518
C2 0.86563 -1.52201 -1.18332
C3 0.12020 -0.27510 -1.64325
N3 -1.02850 -0.00877 -0.70967
C4 -2.03149 0.98019 -1.20461
H5 0.48340 -2.43935 -1.60530
H6 1.92040 -1.44709 -1.44010
H7 0.80111 -1.58655 -0.09811
H8 0.74002 0.61568 -1.64295
H9 -0.33932 -0.42518 -2.61710
H10 -0.70161 0.27464 0.27104
H11 -1.51797 -0.90035 -0.62363
H12 -1.53844 1.68777 -1.86033
H13 -2.48604 1.46959 -0.34838
H14 -2.82153 0.47735 -1.75508